{
  "formula": "C3H6O4",
  "method": "ωB97M-V with the def2-TZVPD basis set",
  "elements": ["C", "C", "C", "O", "O", "O", "O", "H", "H", "H", "H", "H", "H"],
  "coordinates": [[-0.174, 0.148, 0.446], [-2.412, -0.260, -0.114], [2.346, -0.042, 0.420], [-0.372, 1.279, -0.234], [2.431, -1.223, -0.039], [2.412, 1.006, -0.210], [-1.142, -0.691, 0.341], [-2.115, -0.009, -1.089], [-2.981, 0.492, 0.514], [-3.149, -1.082, -0.136], [2.448, -0.142, 1.442], [2.290, -1.267, -0.983], [0.418, 1.792, -0.358]],
  "atomic_forces_ev_per_a": [[1.94, 0.77, -0.43], [-2.03, -0.20, 0.22], [0.70, 3.44, -0.90], [-2.14, -1.06, 0.07], [-0.04, -3.28, -1.23], [-0.27, -0.71, 0.16], [-0.70, -0.45, 2.14], [-1.13, 1.22, -1.60], [1.52, -0.27, -0.77], [0.94, -0.21, -0.03], [-0.07, 0.52, 2.58], [0.06, 0.18, -0.72], [1.24, 0.04, 0.50]],
  "lumo_energy_ev": 0.773,
  "orbital_gap_ev": 9.65,
  "e_above_lowest_kj_mol": 315.2,
  "e_homo_ev": -8.879
}